[1]
The following is a DFT calculation (ωB97M-V with the def2-TZVPD basis set) of C44H108Cl8HfO12 as an isolated structure in a non-equilibrium geometry.

Last column: Löwdin charge in e.
Atoms and positions in Å:
1 H -1.07 -7.08 1.29  0.070
2 C 0.83 4.58 -2.26  -1.012
3 C -1.54 -2.66 5.20  -0.358
4 H 4.49 -0.73 -0.85  0.032
5 H 1.08 0.32 5.41  0.075
6 Cl 2.42 4.85 -2.97  0.529
7 C -0.69 -5.39 -5.98  -0.075
8 Cl 0.56 2.12 -5.14  0.505
9 Cl 2.77 5.22 4.10  0.533
10 C -3.57 2.05 -2.36  -0.279
11 H 2.56 -0.74 0.54  0.074
12 Cl 4.44 1.41 1.40  0.560
13 H -0.94 -1.75 6.96  0.090
14 C 1.68 -4.31 3.80  -0.171
15 O -0.24 -4.06 -4.06  -0.194
16 C 3.80 -8.76 -0.60  -0.311
17 H 1.82 -9.67 -0.25  0.076
18 H -4.11 2.50 -3.17  0.111
19 Cl 1.00 -0.52 -4.17  0.591
20 H -5.05 3.26 -0.55  0.091
21 H -0.27 1.30 5.03  0.057
22 H -1.71 -4.80 3.33  0.095
23 H 3.25 -10.75 -0.44  0.064
24 H -6.08 2.65 -1.86  0.123
25 C -6.14 5.59 1.29  -0.301
26 H -5.11 -2.42 0.83  0.074
27 C 2.88 -9.82 -0.06  -0.092
28 O -2.12 -0.94 1.35  -0.271
29 H 0.15 0.77 0.56  0.012
30 H 1.67 3.81 2.68  0.000
31 H -6.31 5.51 3.34  0.077
32 O -4.76 5.13 1.27  -0.176
33 H -7.01 0.84 -0.33  0.074
34 O 3.41 -7.50 -0.15  -0.160
35 O -4.44 1.51 -1.36  -0.200
36 H -7.81 5.62 2.49  0.087
37 C -2.51 0.29 2.02  -0.183
38 C 0.92 0.65 -0.17  -0.088
39 H -3.38 0.10 -3.15  0.094
40 C -0.44 8.71 -1.53  -0.066
41 H 4.34 -4.34 -0.22  0.052
42 H 2.65 0.91 -4.91  0.023
43 O 0.50 -0.39 2.87  -0.372
44 H 0.41 -6.00 -4.15  0.106
45 H -3.01 3.75 -0.09  0.048
46 H 4.62 -1.74 2.63  0.079
47 H -7.10 2.41 0.61  0.099
48 H -1.95 8.92 -3.21  0.133
49 H 1.28 -4.79 -5.24  0.118
50 C -2.75 4.83 -0.03  -0.061
51 H 0.95 -3.74 -2.35  0.110
52 H -0.92 -4.43 -6.48  0.078
53 H 0.58 -4.20 5.65  0.037
54 H 5.38 -1.96 -1.72  0.071
55 C 0.31 -5.13 -4.81  -0.270
56 H 4.57 -3.29 3.49  0.083
57 H 7.13 3.29 -2.94  0.067
58 C -2.67 6.37 -3.38  -0.248
59 C -4.06 5.55 0.10  -0.289
60 C 6.17 3.41 -3.41  -0.054
61 C 1.60 -0.75 -0.09  -0.356
62 H 6.29 4.14 -4.25  0.092
63 O -0.95 -3.92 1.58  -0.393
64 H -2.51 -5.20 1.79  0.101
65 H -0.59 -0.76 5.46  0.063
66 H -2.00 -3.46 -2.12  0.051
67 H 3.69 -3.03 1.88  0.077
68 C -5.50 2.33 -0.98  -0.288
69 H -2.12 5.04 0.81  0.050
70 C -2.39 1.57 1.22  -0.039
71 C -0.57 -1.79 5.92  -0.085
72 H 0.82 1.59 2.59  0.100
73 H 2.61 -4.71 3.41  0.105
74 H -3.09 7.14 -4.07  0.124
75 C 5.29 -0.17 -2.79  -0.284
76 H -2.06 1.19 -3.62  0.059
77 H 3.99 -5.24 1.12  0.061
78 C 1.10 0.72 3.25  -0.411
79 O 1.48 -2.91 3.35  -0.283
80 O -1.62 6.93 -2.55  -0.213
81 H 4.50 2.17 -3.94  0.088
82 H -6.72 5.25 0.38  0.127
83 O 5.60 1.19 -2.57  -0.188
84 H 6.03 1.50 -4.55  0.116
85 Cl 0.05 5.46 2.92  0.534
86 H -6.98 3.95 2.58  0.089
87 H -0.88 -3.22 -0.87  0.037
88 C 1.57 -4.40 5.31  -0.040
89 C 4.72 2.72 0.26  -0.964
90 H 1.93 -1.06 -1.08  0.079
91 H 5.24 -6.64 -0.48  0.121
92 C -0.70 -6.36 2.03  -0.083
93 H -3.13 1.54 0.37  0.073
94 H -5.68 1.25 0.75  0.046
95 H -2.30 5.13 -0.95  0.046
96 H -4.73 5.37 -0.76  0.105
97 H -0.16 -5.13 -2.24  0.111
98 C -6.39 1.65 0.07  -0.041
99 H 1.83 1.50 -3.35  0.018
100 H 6.24 -0.68 -0.86  0.101
101 H -2.78 2.31 1.80  0.054
102 H 6.02 -0.60 -3.52  0.130
103 H 1.57 1.56 -0.16  0.024
104 H -1.13 5.49 -4.63  0.085
105 H -2.09 0.72 -1.97  0.061
106 H 0.18 5.48 -2.30  0.017
107 H -2.75 4.80 -4.87  0.101
108 H 2.21 0.69 3.17  0.079
109 H -0.28 -6.14 -6.68  0.071
110 C 3.96 -2.60 2.88  -0.062
111 H -4.45 -1.67 2.20  0.052
112 H -1.80 0.38 2.85  0.103
113 H -2.69 -2.35 -0.06  0.082
114 H 2.98 -9.99 1.06  0.094
115 C -1.02 -3.15 -1.95  -0.066
116 H 0.91 -4.87 3.24  0.089
117 H 4.81 -8.93 -0.18  0.125
118 H -3.93 6.64 0.24  0.124
119 C 0.76 1.16 4.72  -0.063
120 C -3.12 -1.55 0.52  -0.199
121 H 3.78 -8.85 -1.72  0.133
122 C 5.55 2.02 -3.71  -0.263
123 H 2.04 5.42 1.86  0.000
124 H -2.95 2.84 -1.84  0.108
125 C 5.34 -0.91 -1.49  -0.075
126 C 4.17 -6.44 -0.62  -0.294
127 H 1.23 2.09 4.98  0.053
128 H -1.40 -3.77 5.35  0.105
129 H 3.97 -6.38 -1.67  0.110
130 H 0.42 -2.10 5.80  0.024
131 H -1.59 -5.79 -5.51  0.067
132 H 4.31 -0.32 -3.26  0.109
133 Cl 5.98 3.88 0.86  0.460
134 H 0.55 8.47 -1.95  0.082
135 H 5.47 3.85 -2.71  0.040
136 H -3.52 6.10 -2.76  0.101
137 H 2.43 -1.25 2.61  0.068
138 H -3.50 0.16 2.44  0.123
139 C -6.84 5.07 2.49  -0.094
140 C 1.73 1.02 -4.35  -1.056
141 H -3.52 -0.91 -0.27  0.121
142 H 3.83 3.37 0.32  -0.011
143 C -0.04 -4.13 -2.64  -0.235
144 C -2.05 5.22 -4.10  -0.077
145 H 0.39 0.71 -1.16  0.061
146 H -2.55 8.40 -1.65  0.102
147 Cl 0.96 4.15 -0.55  0.589
148 H -3.81 -3.20 1.76  0.059
149 H -0.57 8.35 -0.47  0.090
150 C 3.74 -5.17 0.07  -0.065
151 H 2.72 -4.78 -0.03  0.089
152 H -1.85 4.42 -3.39  0.045
153 H -2.60 -2.39 5.40  0.115
154 H 2.16 -3.61 5.72  0.066
155 H -0.39 9.79 -1.35  0.067
156 C -4.20 -2.28 1.37  -0.021
157 H 0.43 3.74 -2.82  -0.028
158 O -1.40 -2.40 3.83  -0.386
159 H -1.47 1.94 0.79  0.066
160 C -1.70 8.30 -2.29  -0.297
161 H 0.34 -6.15 1.86  0.046
162 C -1.51 -5.05 2.25  -0.345
163 H -0.67 -6.88 2.98  0.061
164 C 2.64 -2.01 3.37  -0.229
165 C -2.74 0.90 -2.81  -0.058
166 H 5.04 2.35 -0.73  0.004
167 O 0.92 -1.84 0.51  -0.385
168 H 1.95 -5.40 5.64  0.105
169 H -6.11 6.68 1.29  0.115
170 Hf -0.34 -2.05 2.17  1.687
171 C 1.69 4.91 2.76  -1.109
172 H -0.85 -2.13 -2.21  0.051
173 H 2.72 -1.56 4.38  0.130

gap between HOMO and LUMO	9.031	eV
total energy	-6373.599247	Eh
LUMO energy	0.6	eV

---

[2]
The following is a DFT calculation (ωB97M-V with the def2-TZVPD basis set) of a 4-piece molecular cluster, C32H33F24N2O6P overall in a non-equilibrium geometry.

Last column: Löwdin charge in e.
Atoms and positions in Å:
1 H -8.51 -2.60 -6.36  0.176
2 N 3.62 0.32 -0.16  0.194
3 C 4.84 -1.97 3.24  0.109
4 H -3.24 1.28 2.04  0.081
5 H 11.69 -0.03 -2.34  0.148
6 C -2.72 -0.14 -0.73  -0.250
7 C 5.12 -1.54 2.16  -0.129
8 H -9.81 1.23 -4.16  0.146
9 O -2.99 1.27 -0.57  -0.210
10 F -6.55 0.73 -1.84  0.093
11 H -2.18 3.51 -1.80  0.097
12 H -4.46 -1.14 -1.61  0.067
13 F 10.91 -3.43 0.33  0.098
14 C -1.33 3.35 -1.14  -0.197
15 C -3.40 -2.09 7.75  -0.289
16 C 4.67 0.32 0.62  -0.266
17 C -9.07 -0.53 -6.05  -0.542
18 F 10.17 -0.89 -0.18  0.134
19 H -0.29 1.99 -2.52  0.113
20 O -9.76 -0.73 -4.87  0.046
21 H 11.33 -1.50 -3.19  0.146
22 C 5.41 -1.00 0.81  -0.150
23 H -4.35 3.11 3.90  0.070
24 H 6.48 -0.78 0.78  0.106
25 H 5.14 -1.70 0.04  0.117
26 F -7.37 -1.36 -7.44  0.100
27 H -1.14 4.30 -0.63  0.090
28 C -1.89 -2.22 7.58  -0.543
29 C 3.47 2.68 0.43  -0.218
30 F -2.89 -2.96 4.24  0.134
31 H -4.43 3.95 2.36  0.074
32 C -4.36 2.97 2.83  -0.051
33 O 9.77 -0.18 -2.79  0.046
34 O -1.56 -3.16 6.63  0.045
35 H 7.13 0.21 -2.45  0.177
36 H -0.76 -0.47 3.75  0.179
37 F 9.09 -2.07 -3.82  0.154
38 F -9.97 -0.64 -7.05  0.145
39 F -1.31 -1.03 7.33  0.154
40 F -1.40 -2.66 8.76  0.144
41 F 7.65 -1.42 -1.43  0.092
42 F -2.47 -0.74 2.77  0.082
43 H -1.67 -0.34 -0.92  0.104
44 H -3.75 0.20 -2.58  0.071
45 C -9.72 0.21 -3.80  -0.039
46 H 11.57 -3.55 -1.55  0.173
47 C -8.61 0.07 -2.75  -0.443
48 H 3.13 4.79 0.80  0.112
49 O -2.55 3.08 1.22  -0.210
50 H -0.02 -2.15 5.64  0.147
51 F -8.54 0.70 -6.12  0.153
52 C 8.75 -0.83 -3.44  -0.541
53 F -3.66 -1.13 8.67  0.099
54 P -1.82 2.15 0.12  0.519
55 C 3.01 1.54 -0.25  -0.189
56 C -1.65 -2.40 4.20  -0.441
57 F 9.58 -3.39 -1.39  0.099
58 C 2.78 3.91 0.28  -0.008
59 H 1.15 4.96 -0.55  0.112
60 H -2.33 2.30 3.14  0.116
61 H 0.05 3.70 -2.73  0.118
62 H -2.94 -1.36 -2.50  0.072
63 F 8.49 -0.13 -4.57  0.147
64 F -1.01 -2.94 3.13  0.107
65 F 12.28 -1.31 -0.55  0.103
66 H 1.45 0.79 -1.54  0.121
67 C 10.81 -3.03 -0.96  -0.309
68 H -10.64 0.00 -3.26  0.148
69 C -3.06 2.30 2.33  -0.265
70 C 5.16 1.47 1.30  -0.074
71 H -3.83 -3.03 8.09  0.175
72 H -0.39 -3.78 5.15  0.148
73 H -7.69 2.04 -2.82  0.173
74 C -3.55 -0.65 -1.93  -0.060
75 H -5.22 2.38 2.51  0.072
76 C -8.02 -1.62 -6.29  -0.288
77 C 11.01 -1.52 -1.02  -0.443
78 F -2.39 -0.24 4.88  0.095
79 C 7.46 -0.81 -2.62  -0.284
80 C -7.39 0.99 -2.87  -0.304
81 C 1.65 4.00 -0.48  -0.025
82 F -3.99 -1.73 6.60  0.103
83 C -0.85 -2.83 5.44  -0.037
84 O -0.74 1.35 0.71  -0.244
85 F -8.22 -1.22 -2.66  0.136
86 F -7.13 -1.66 -5.28  0.103
87 C -1.76 -0.91 3.90  -0.297
88 H 4.49 -2.21 4.21  0.021
89 C -0.11 2.92 -1.97  -0.170
90 C 10.97 -0.84 -2.41  -0.039
91 C 1.83 1.66 -1.04  0.021
92 H 6.04 1.37 1.93  0.120
93 H -3.03 -0.68 0.16  0.106
94 C 1.16 2.85 -1.15  -0.238
95 F -9.19 0.39 -1.56  0.103
96 F -6.71 0.77 -4.01  0.096
97 N 4.59 2.64 1.21  0.138
98 F 6.50 -1.49 -3.28  0.103

SMILES	C#CCc1cnc2ccc(CCP(=O)(OCC)OCC)cc2n1.FC(F)C(F)(F)COC(F)(F)C(F)F.FC(F)C(F)(F)COC(F)(F)C(F)F.FC(F)C(F)(F)COC(F)(F)C(F)F
gap between HOMO and LUMO	8.861	eV
total energy	-4538.311099	Eh
LUMO energy	0.1	eV

---

[3]
The following is a DFT calculation (ωB97M-V with the def2-TZVPD basis set) of C4H9N3S as an isolated structure in a non-equilibrium geometry.

Last column: Löwdin charge in e.
Atoms and positions in Å:
1 H -1.64 -0.09 0.50  0.074
2 H -0.91 2.65 -0.67  0.106
3 C -1.16 1.95 0.21  -0.214
4 N 0.06 -2.16 0.04  -0.284
5 N -1.20 0.62 -0.13  -0.132
6 N 0.67 -1.60 -2.09  0.132
7 H 0.89 -2.91 -0.03  0.159
8 H 0.79 0.78 -1.08  0.174
9 H 2.22 0.00 0.75  0.144
10 H 0.92 1.05 1.60  0.065
11 S -0.05 -1.28 1.55  0.874
12 C 0.27 -1.16 -0.90  -0.498
13 H 0.61 -2.57 -2.22  0.010
14 C 1.05 0.16 0.94  -0.317
15 H -2.26 2.11 0.67  0.127
16 H -0.46 2.28 1.16  0.099
17 C 0.20 0.16 -0.29  -0.519

energy relative to the best compared isomer or geometry (same formula, charge and spin)	83.4	kcal/mol
gap between HOMO and LUMO	9.253	eV
total energy	-720.140429	Eh
LUMO energy	0.5	eV

---

[4]
The following is a DFT calculation (ωB97M-V with the def2-TZVPD basis set) of a 2-piece molecular cluster, C4H14NO2 overall in a non-equilibrium geometry.

Last column: Löwdin charge in e.
Atoms and positions in Å:
1 H -3.19 4.10 -2.32  0.080
2 H 1.49 -0.08 -0.69  0.171
3 H -1.07 1.71 -0.79  0.214
4 C 0.38 -0.76 0.90  -0.253
5 H 0.77 -2.55 1.98  0.099
6 H -1.59 0.04 0.99  0.242
7 H -3.49 2.63 -2.85  0.017
8 C -0.80 -0.01 0.18  -0.073
9 C 2.89 -1.20 0.45  0.073
10 H 3.36 -0.23 0.66  0.128
11 H -0.66 -2.73 0.89  0.120
12 H -1.19 -0.57 -0.69  0.192
13 O -2.96 3.14 -2.27  -0.051
14 H 2.72 -1.72 1.38  0.098
15 N 1.51 -0.96 -0.15  0.062
16 H 3.43 -1.80 -0.26  0.119
17 C -0.07 -2.06 1.51  -0.003
18 H 1.22 -1.72 -0.74  0.180
19 H -0.68 -1.80 2.38  0.120
20 O -0.43 1.27 -0.13  0.294
21 H 0.75 -0.02 1.62  0.172

total charge	+2
energy relative to the best compared isomer or geometry (same formula, charge and spin)	33.5	kcal/mol
2S+1	2
⟨S²⟩	0.75
gap between HOMO and LUMO (spin up / spin down)	10.161 / 2.969	eV
total energy	-365.249435	Eh
LUMO energy (spin up / spin down)	-7.5 / -14.6	eV